--- w ---
{
  "formula": "C4H8NO3",
  "method": "ωB97M-V/def2-TZVPD",
  "symbols": ["C", "C", "O", "N", "H", "H", "H", "H", "H", "C", "C", "O", "O", "H", "H", "H"],
  "coordinates": [[-0.34514, -2.01646, 0.37986], [0.09597, -1.89507, 1.78886], [0.68544, -2.76536, 2.41135], [-0.25407, -0.69331, 2.34479], [0.23526, -0.33147, 3.14866], [-0.61281, 0.00944, 1.70351], [0.05377, -1.18584, -0.23396], [-1.38307, -1.75699, 0.20827], [-0.04426, -2.93748, -0.10506], [0.31389, 2.58264, -1.85888], [0.10884, 1.10501, -1.43245], [-1.06022, 0.80112, -1.05578], [1.10971, 0.35155, -1.47057], [-0.37561, 3.18001, -1.27117], [0.13385, 2.67860, -2.93317], [1.33846, 2.87362, -1.62427]],
  "mulliken_charge": [-0.79, 0.68, -0.66, -0.44, 0.22, 0.26, 0.11, 0.31, 0.31, -0.93, 0.67, -0.75, -0.77, 0.27, 0.21, 0.28],
  "spin_multiplicity": 1,
  "gap_ev": 8.45,
  "e_lumo_ev": 3.965,
  "total_charge": -1
}

--- x ---
{
  "formula": "C4H8NO3",
  "method": "ωB97M-V/def2-TZVPD",
  "symbols": ["C", "C", "O", "O", "H", "H", "H", "C", "C", "O", "N", "H", "H", "H", "H", "H"],
  "coordinates": [[-0.99335, 1.77878, -1.87588], [-0.35625, 0.44913, -2.30502], [0.55580, -0.02225, -1.56570], [-0.77620, -0.04640, -3.36954], [-1.00156, 2.44207, -2.74084], [-0.46409, 2.22570, -1.03560], [-2.03509, 1.61100, -1.59884], [0.11921, -1.93467, 1.70686], [0.75241, -0.62080, 2.11593], [1.00280, -0.37034, 3.29700], [1.01201, 0.21146, 1.10509], [1.43907, 1.08880, 1.31926], [0.80138, 0.00896, 0.10995], [0.85913, -2.73431, 1.77678], [-0.22646, -1.89697, 0.67386], [-0.68880, -2.19017, 2.38666]],
  "mulliken_charge": [-0.79, 0.55, -0.82, -0.72, 0.27, 0.24, 0.21, -0.79, 0.59, -0.72, -0.23, 0.18, 0.31, 0.20, 0.27, 0.26],
  "spin_multiplicity": 1,
  "gap_ev": 8.48,
  "e_lumo_ev": 3.834,
  "total_charge": -1
}

The structure shown above that is most stable: x.